{"formula": "C10H20ClCrRu", "method": "ωB97M-V with the def2-TZVPD basis set", "total_charge": -1, "homo_energy_ev": [-2.43, -3.46], "s_squared": 20.1117, "multiplicity": 9, "lumo_ev": [2.64, 2.60], "mol_weight_g_mol": 328.8, "homo_lumo_gap_ha": [0.1860, 0.2228], "symbols": ["Cr", "Cl", "C", "C", "H", "H", "H", "H", "H", "H", "Ru", "C", "C", "H", "H", "H", "H", "H", "C", "C", "C", "C", "C", "C", "H", "H", "H", "H", "H", "H", "H", "H", "H"], "positions_angstrom": [[-2.622351, 2.072662, 0.712063], [-3.049191, -0.107703, 1.536609], [-4.126217, 3.217525, -0.283555], [-3.714768, 2.905780, 2.328510], [-4.435637, 4.187704, 0.155887], [-3.732332, 3.427034, -1.300159], [-5.033646, 2.607862, -0.440969], [-4.061927, 3.953980, 2.252144], [-3.026158, 2.850579, 3.197959], [-4.564918, 2.253077, 2.614060], [-1.154929, 0.174162, 0.253733], [-1.620231, 0.092618, -1.659118], [0.425751, 1.300775, 0.047876], [-1.954363, 1.075623, -1.994267], [-0.639052, -0.123165, -2.114643], [-2.359792, -0.681017, -1.973707], [0.663620, 1.844357, 0.959463], [0.424630, 1.947682, -0.829845], [2.811666, -2.702072, -1.623481], [2.845498, -2.077296, -0.212698], [2.542819, -3.196852, 0.809195], [4.199811, -1.396465, 0.072916], [1.786932, -1.010340, -0.133431], [1.071842, 0.021159, -0.093999], [3.599680, -3.449712, -1.765659], [2.930130, -1.922633, -2.387112], [1.834599, -3.187455, -1.787990], [3.319090, -3.976812, 0.807706], [2.459983, -2.796419, 1.824418], [1.573585, -3.664459, 0.580784], [4.361342, -0.593368, -0.646093], [4.183449, -0.942939, 1.071864], [5.061085, -2.103870, 0.021539]], "atomic_forces_ev_per_a": [[-3.0461, 3.9056, 0.7448], [-0.6559, -1.4036, 0.8887], [0.5008, 0.1665, -1.1692], [0.6343, -0.1014, 0.9226], [0.2355, -0.5320, -0.1976], [-0.2734, 0.1313, -0.0247], [0.1569, 0.0488, 0.1799], [0.1445, -0.5135, 0.0066], [-0.1204, 0.0952, 0.0645], [0.1892, 0.2838, -0.3235], [0.1458, -4.1109, 1.9611], [-1.1190, -0.9298, -3.0301], [1.9708, 1.8873, 0.1255], [-0.1372, 0.1097, -0.2152], [-0.2836, 0.0068, -0.1661], [0.4261, 0.5656, 0.0668], [0.4212, 0.0480, -0.1126], [0.0589, -0.1278, 0.0105], [-0.2818, 0.2240, -0.1631], [-0.6174, 0.0712, -0.0322], [-0.1842, 0.0741, 0.1515], [0.2716, -0.3330, 0.1647], [-1.1640, 1.6462, 0.0050], [2.6437, -1.8474, 0.2748], [-0.0340, 0.0817, 0.1642], [0.0001, -0.1727, 0.1365], [0.3782, 0.1854, 0.0361], [-0.1217, 0.2412, -0.1166], [0.1066, 0.0213, -0.1149], [0.3039, 0.1130, -0.0125], [0.0608, -0.0256, -0.0313], [0.0251, -0.1265, -0.1826], [-0.6351, 0.3176, -0.0115]]}

***

{"formula": "C10H20F6MgO10S2", "method": "ωB97M-V with the def2-TZVPD basis set", "total_charge": 1, "homo_energy_ev": [-12.64, -12.62], "s_squared": 0.7635, "multiplicity": 2, "lumo_ev": [-2.45, -8.83], "mol_weight_g_mol": 502.7, "homo_lumo_gap_ha": [0.3744, 0.1395], "symbols": ["Mg", "C", "F", "F", "F", "S", "O", "O", "O", "C", "F", "F", "F", "S", "O", "O", "O", "C", "O", "C", "C", "O", "C", "H", "H", "H", "H", "H", "H", "H", "H", "H", "H", "C", "O", "C", "C", "O", "C", "H", "H", "H", "H", "H", "H", "H", "H", "H", "H"], "positions_angstrom": [[-0.279757, -0.026336, 0.059704], [3.549563, 2.706094, -0.082186], [3.286623, 3.715344, 0.813234], [4.296743, 3.074784, -1.065596], [4.016073, 1.636744, 0.502234], [1.775113, 2.232074, -0.861796], [2.056303, 1.439484, -2.097476], [1.134593, 1.330814, 0.049074], [1.064933, 3.504584, -1.046676], [2.072463, -2.665386, -2.857496], [2.194843, -3.899246, -3.363736], [3.225303, -2.444496, -2.196866], [1.748593, -1.713006, -3.853686], [0.735023, -2.658926, -1.524826], [-0.481247, -2.979636, -2.263726], [1.095413, -3.653746, -0.545696], [0.793933, -1.254056, -0.964226], [-0.835447, 1.864614, 2.330304], [-1.178667, 1.367414, 0.995554], [-2.030147, 2.188524, 0.230554], [-2.007607, 1.775194, -1.245886], [-1.237907, 0.576024, -1.432176], [-1.124477, 0.327754, -2.839126], [-0.061557, 1.206654, 2.725634], [-1.679497, 1.787174, 3.015644], [-0.514717, 2.904214, 2.263524], [-1.890297, 3.266554, 0.150594], [-3.062487, 2.077624, 0.562344], [-1.577407, 2.522014, -1.913186], [-3.007327, 1.653114, -1.662716], [-2.047827, 0.269204, -3.415416], [-0.422027, -0.457906, -3.117346], [-0.540777, 1.135894, -3.279916], [2.009293, -0.618596, 2.206074], [0.706543, -0.845556, 1.621804], [0.118083, -1.949226, 2.238614], [-1.320037, -1.665956, 2.053934], [-1.677537, -1.217096, 0.759044], [-3.014907, -1.596976, 0.380424], [2.800383, -0.055346, 1.711074], [2.535033, -1.448446, 2.678364], [1.780753, -0.008136, 3.079694], [0.315263, -2.179306, 3.285654], [0.421243, -2.827376, 1.668484], [-1.622307, -1.021996, 2.879794], [-1.826687, -2.575446, 2.376774], [-3.193407, -1.439256, -0.683236], [-3.630717, -0.857166, 0.891864], [-3.467347, -2.503256, 0.782974]], "atomic_forces_ev_per_a": [[1.0372, -2.0376, 0.0342], [-2.7301, 0.5723, 0.4197], [0.7239, -1.6479, -1.3915], [0.4870, 0.5303, -0.1706], [0.1833, 0.0687, 0.3552], [1.1251, 3.0917, 0.6112], [-0.2501, 0.4331, -0.1974], [0.8544, -0.0558, 0.4703], [1.0299, -2.0829, -0.4783], [-0.5269, -0.1625, 0.6127], [-0.5536, 1.2806, -0.3306], [-0.3186, 0.9766, -1.1072], [1.2702, -1.9051, 1.9487], [-1.4472, -0.6923, -0.4524], [0.9244, 1.1033, 0.5190], [0.5081, 0.6842, -0.1739], [0.4194, -1.3643, -1.5009], [-0.2857, -0.2038, -0.3235], [-0.2819, 2.0437, 1.5861], [-1.7624, 0.1152, -1.1931], [0.2182, -0.2030, -0.7178], [-1.5471, 0.5010, -1.6400], [1.6813, 0.4140, -1.4485], [0.0683, 0.2482, -0.2739], [-0.2647, 0.0584, -0.2745], [0.1312, -0.1096, -0.0236], [0.9433, 0.1002, 1.0647], [0.0038, -0.1683, 0.4218], [0.3818, 0.3017, 0.3458], [-0.2160, -0.3670, 0.3283], [-0.2784, -0.2578, 0.6845], [-0.6949, -0.7722, 0.9010], [-0.3313, 0.7786, 0.0883], [0.3712, 1.2600, 1.8746], [3.0551, 0.7666, 1.0684], [-0.7434, -1.4634, -1.5950], [-1.3678, -1.3672, 2.0470], [-0.3122, -2.1800, 0.3761], [-1.2082, 1.8761, 0.5679], [-0.8204, -0.1776, -1.1356], [-0.6171, -0.8347, -0.7359], [0.1368, 0.2992, 0.2733], [0.3032, 0.7792, 0.1595], [0.0608, -0.2236, -0.0517], [-0.2709, 1.0582, -0.4315], [-0.3958, -0.3356, -0.7408], [0.5379, -0.4527, 0.0656], [-0.3879, 0.3579, -0.1089], [1.1567, -0.6341, -0.3272]]}

***

{"formula": "C10H20N2O2", "method": "ωB97M-V with the def2-TZVPD basis set", "total_charge": 0, "smiles": "CCCC(CCC)C(=O)NCC(N)=O", "homo_energy_ev": -8.45, "lumo_ev": 0.61, "mol_weight_g_mol": 200.3, "homo_lumo_gap_ha": 0.3331, "symbols": ["C", "C", "C", "C", "C", "C", "C", "C", "O", "N", "C", "C", "N", "O", "H", "H", "H", "H", "H", "H", "H", "H", "H", "H", "H", "H", "H", "H", "H", "H", "H", "H", "H", "H"], "positions_angstrom": [[0.706365, 2.550735, 2.812401], [0.763603, 1.908190, 1.382171], [-0.571135, 1.944234, 0.585509], [-0.507793, 1.324815, -0.537593], [-1.891044, 1.351661, -1.445012], [-2.018409, 0.818356, -2.708886], [-1.088704, 1.845153, -3.684241], [-0.058134, -0.117405, -0.477607], [1.027970, -0.478105, -1.498876], [-0.484832, -1.027747, 0.124112], [-0.074150, -2.523876, 0.212848], [0.982267, -2.423303, 1.310769], [1.925227, -3.322827, 1.275236], [1.126594, -1.599874, 2.303054], [1.896177, 2.477215, 3.298388], [0.551462, 3.579527, 2.629825], [0.084754, 2.204605, 3.556373], [1.528247, 2.265437, 0.869930], [1.105962, 0.691075, 1.553372], [-0.789122, 3.027616, 0.640883], [-1.150172, 1.615872, 1.408651], [0.130907, 1.846268, -1.147319], [-2.255216, 2.524027, -1.110737], [-2.571538, 0.629619, -0.843062], [-1.271094, -0.168349, -3.024620], [-2.997124, 0.860131, -3.125654], [-0.219143, 1.669259, -3.404438], [-1.627162, 2.762736, -3.627172], [-1.466802, 1.424345, -4.640467], [-1.115056, -0.572303, 0.925722], [0.458051, -2.760578, -0.705066], [-0.764497, -2.829503, 0.661518], [2.735559, -3.160799, 1.900569], [2.039615, -3.771743, 0.380720]], "atomic_forces_ev_per_a": [[5.5785, -0.1475, -1.6773], [-2.0051, -5.5765, 3.9394], [1.0480, 6.3932, 11.6271], [-2.4560, -6.2186, -9.8151], [-1.4160, 1.4011, 9.0321], [5.7096, -0.4451, -6.7884], [-11.2825, -1.6394, -2.5246], [10.7036, 5.5828, -12.8463], [-4.9801, 1.6963, 4.6235], [-6.6703, -6.3522, 8.3900], [10.8405, 9.6715, -4.2369], [1.8159, 3.3978, 4.6038], [1.8431, -1.8631, -0.9034], [-2.3468, -1.7187, -3.5063], [-3.4689, 0.2110, -1.3726], [-0.2913, 1.4141, 0.2810], [-1.6293, -1.1714, 1.2081], [3.4727, 1.9981, -2.3776], [-1.0546, 3.2580, -0.4991], [-0.3114, -0.2453, -1.0072], [-1.9087, -1.0977, 0.3880], [2.2268, 0.6024, -1.7031], [0.5302, -3.1580, -1.7880], [0.5109, 1.4894, 0.1470], [-2.8438, 2.0774, 1.7032], [-0.7403, -0.6429, -0.1172], [8.1167, -0.7417, 1.9240], [0.6489, 1.2599, 0.3987], [1.4424, 0.3956, -0.0469], [1.2050, -2.3878, -1.5235], [-1.0015, -0.4596, -0.2521], [-10.9278, -6.2371, 5.3072], [-0.9455, -0.3070, -0.7871], [0.5872, -0.4391, 0.1997]]}